# 1
Formula: C18H48F2N13O27S6
Source: the OMol25 dataset
Level of theory: wB97M-V/def2-TZVPD

The geometry in ORCA input format:
```
! RIJCOSX wB97M-V def2-TZVPD def2/J DEFGRID3
* xyz -1 1
N 0.571 1.050 0.716
S 1.008 -0.301 0.049
O 1.325 -0.272 -1.367
O 0.373 -1.448 0.665
F 2.493 -0.309 0.611
S -0.824 1.173 -0.237
O -1.909 0.212 -0.014
O -0.666 1.787 -1.543
F -1.362 2.469 0.518
C 1.805 3.230 3.190
O 2.105 3.869 4.185
N 1.493 3.851 1.983
N 1.589 1.907 3.113
H 1.632 4.846 2.008
H 1.169 3.272 1.237
H 1.302 1.633 2.170
H 1.288 1.281 3.836
C -5.969 -0.807 1.141
O -5.553 -0.051 2.021
N -7.233 -1.240 0.953
N -5.136 -1.258 0.173
H -7.851 -1.028 1.720
H -7.582 -1.517 0.055
H -4.146 -1.075 0.188
H -5.519 -2.099 -0.227
C 2.951 1.255 -4.529
O 2.920 2.425 -4.159
N 3.703 0.881 -5.608
N 2.419 0.219 -3.861
H 3.944 1.620 -6.244
H 4.107 -0.032 -5.703
H 1.919 0.382 -3.004
H 2.561 -0.715 -4.196
C -2.491 5.505 0.805
O -3.279 4.963 0.018
N -1.335 4.988 1.263
N -2.809 6.655 1.430
H -1.077 4.034 1.049
H -0.811 5.578 1.880
H -2.376 6.933 2.290
H -3.616 7.170 1.124
C -2.186 -0.475 3.801
O -2.670 -0.943 4.824
N -2.865 0.035 2.763
N -0.813 -0.402 3.632
H -3.879 0.040 2.814
H -2.434 0.252 1.876
H -0.512 0.250 2.928
H -0.388 -0.397 4.547
C 4.431 2.261 -0.425
O 5.322 2.787 -1.073
N 4.547 1.814 0.861
N 3.146 2.319 -0.862
H 3.699 1.568 1.339
H 5.369 2.057 1.384
H 2.868 2.389 -1.828
H 2.446 2.438 -0.155
C -1.219 0.962 -4.266
C -1.498 1.194 -5.729
O -0.647 0.236 -6.435
S -0.542 -1.159 -5.609
O 0.808 -1.644 -5.612
O -1.552 -2.094 -5.983
O -0.999 -0.438 -4.161
H -2.037 1.181 -3.584
H -0.327 1.501 -3.947
H -1.270 2.238 -5.932
H -2.499 0.941 -6.076
C -0.160 -3.830 3.403
C 1.035 -3.237 4.188
O 1.682 -4.371 4.740
S 1.000 -5.803 4.237
O 0.962 -6.700 5.346
O 1.510 -6.249 2.953
O -0.432 -5.123 3.949
H 0.063 -3.966 2.343
H -1.096 -3.283 3.490
H 0.602 -2.568 4.932
H 1.734 -2.683 3.564
C -4.577 2.453 -1.681
C -5.901 1.665 -1.773
O -6.299 1.769 -3.159
S -5.346 2.888 -3.969
O -5.942 4.178 -3.845
O -4.979 2.311 -5.250
O -4.112 2.764 -2.969
H -3.731 1.945 -1.221
H -4.702 3.306 -1.010
H -6.658 2.165 -1.170
H -5.799 0.623 -1.477
C 4.957 -1.100 2.805
C 6.494 -0.923 2.924
O 6.752 -0.842 4.300
S 5.863 -1.913 5.082
O 5.513 -1.479 6.398
O 6.270 -3.286 4.901
O 4.595 -1.566 4.116
H 4.711 -1.896 2.098
H 4.298 -0.318 2.432
H 6.865 0.015 2.516
H 7.015 -1.804 2.549
C 0.896 -3.669 -2.930
C -0.097 -4.192 -1.895
C 0.684 -4.971 -0.868
O 1.756 -4.013 -0.679
C 2.118 -3.515 -1.940
H 0.707 -2.739 -3.457
H 1.200 -4.485 -3.588
H -0.923 -4.705 -2.394
H -0.536 -3.347 -1.360
H 1.064 -5.911 -1.281
H 0.168 -5.209 0.059
H 3.033 -3.883 -2.413
H 2.308 -2.449 -1.785
*
```

Calculated values
molecular weight	1109.04	g/mol
strongest force on any atom	6.0	eV/A
Kohn-Sham gap	8.9	eV



# 2
Formula: C47H40BrF5N4O3P2PbSe
Source: the OMol25 dataset
Level of theory: wB97M-V/def2-TZVPD

The geometry in ORCA input format:
```
! RIJCOSX wB97M-V def2-TZVPD def2/J DEFGRID3
* xyz -2 1
Pb 0.207 0.904 0.455
C -2.075 2.365 -1.799
P -2.138 0.574 -1.254
C -2.128 -0.299 -2.861
C -2.813 -1.504 -2.998
C -2.779 -2.192 -4.197
C -2.062 -1.694 -5.273
C -1.358 -0.509 -5.134
C -1.386 0.179 -3.935
C -3.950 0.519 -0.922
C -4.874 0.791 -1.928
C -6.226 0.821 -1.648
C -6.676 0.566 -0.361
C -5.765 0.272 0.638
C -4.409 0.251 0.361
C -0.690 2.709 -2.232
C -0.257 3.522 -3.260
C 1.149 3.437 -3.269
C 1.488 2.579 -2.243
C 2.836 2.126 -1.789
P 2.674 0.449 -1.009
C 2.779 -0.665 -2.450
C 3.347 -1.929 -2.295
C 3.371 -2.817 -3.354
C 2.816 -2.459 -4.572
C 2.216 -1.220 -4.721
C 2.191 -0.327 -3.665
C 4.359 0.255 -0.313
C 5.513 0.263 -1.089
C 6.752 0.127 -0.488
C 6.847 -0.029 0.887
C 5.701 -0.043 1.663
C 4.463 0.102 1.062
N 0.370 2.131 -1.614
H -2.799 2.578 -2.590
H -2.356 2.940 -0.907
H -3.373 -1.904 -2.166
H -3.318 -3.125 -4.288
H -2.042 -2.232 -6.213
H -0.785 -0.119 -5.965
H -0.841 1.102 -3.828
H -4.531 0.975 -2.939
H -6.935 1.039 -2.437
H -7.737 0.587 -0.145
H -6.106 0.049 1.639
H -3.698 -0.001 1.132
H -0.868 4.112 -3.923
H 1.816 3.920 -3.963
H 3.555 2.102 -2.616
H 3.232 2.793 -1.012
H 3.760 -2.212 -1.339
H 3.817 -3.791 -3.224
H 2.842 -3.156 -5.399
H 1.762 -0.945 -5.664
H 1.708 0.632 -3.776
H 5.439 0.362 -2.163
H 7.649 0.134 -1.093
H 7.817 -0.148 1.353
H 5.756 -0.184 2.733
H 3.561 0.088 1.654
C 0.285 3.348 1.443
C 1.575 2.871 1.749
C 1.453 1.942 2.798
C 0.101 1.852 3.151
C -0.632 2.705 2.313
H 0.054 4.151 0.765
H 2.500 3.212 1.317
H 2.271 1.451 3.297
H -0.308 1.244 3.941
H -1.690 2.908 2.383
O 0.103 -1.346 -1.063
H 0.838 -1.580 -1.640
H 0.047 -2.035 -0.390
N -3.613 -3.248 0.312
N -2.259 -3.286 -0.169
H -3.697 -2.626 1.122
H -3.828 -4.189 0.637
H -1.594 -3.447 0.595
H -2.064 -2.348 -0.513
Br 3.209 -1.741 4.182
C 1.326 -1.790 4.390
C 0.802 -2.000 5.654
N -0.496 -1.994 5.893
C -1.312 -1.775 4.872
C -0.880 -1.555 3.569
C 0.486 -1.569 3.318
C -1.907 -1.274 2.469
O -3.087 -1.530 2.742
O -1.480 -0.833 1.378
H 1.447 -2.168 6.508
H -2.370 -1.754 5.099
H 0.850 -1.414 2.312
F 4.310 -8.985 2.439
C 3.764 -7.800 2.064
C 3.817 -7.380 0.739
F 4.411 -8.170 -0.187
C 3.280 -6.164 0.368
F 3.361 -5.799 -0.925
C 2.673 -5.297 1.290
Se 2.021 -3.657 0.786
C 2.612 -5.764 2.615
F 2.021 -5.008 3.554
C 3.141 -6.979 3.000
F 3.063 -7.384 4.288
*
```

Calculated values
molecular weight	1231.86	g/mol
strongest force on any atom	1.5	eV/A
relative energy (zero: lowest compared OMol25 entry of this formula, charge and spin)	81.9	kJ/mol
Kohn-Sham gap	6.4	eV



# 3
Formula: C4H5NO
Source: the OMol25 dataset
Level of theory: wB97M-V/def2-TZVPD

The geometry in ORCA input format:
```
! RIJCOSX wB97M-V def2-TZVPD def2/J DEFGRID3
* xyz 0 1
O 0.673 -0.562 2.857
C 0.203 -1.337 2.175
C 1.318 0.732 -0.098
N 0.154 1.231 -0.054
C -1.073 -0.443 -1.312
C -0.946 0.381 -0.273
H 2.183 1.384 0.021
H 1.504 -0.340 -0.251
H -0.295 -0.522 -2.066
H -1.974 -1.029 -1.454
H -1.746 0.506 0.456
*
```

Calculated values
molecular weight	83.09	g/mol
strongest force on any atom	1.2	eV/A
relative energy (zero: lowest compared OMol25 entry of this formula, charge and spin)	172.7	kJ/mol
Kohn-Sham gap	10.2	eV